No. 1
ORCA calculation (ωB97M-V/def2-TZVPD) on a 2-piece molecular cluster, C3H9OP overall in a non-equilibrium geometry.

The geometry in XYZ format:
```
14
Properties=species:S:1:pos:R:3:forces:R:3:nbo_charge:R:1
C 1.622 -0.801 -0.738 0.275 -2.887 -0.303 -0.73
C 2.649 -0.394 0.304 -0.752 -0.564 -0.658 -0.74
C -3.018 0.275 -0.108 -2.728 3.925 1.897 -0.84
O 0.434 1.281 0.558 0.159 -0.762 0.251 -0.95
P 0.933 -0.289 0.843 -0.321 -0.215 0.028 0.99
H 1.477 -0.113 -1.491 -0.327 1.719 -1.464 0.23
H 1.647 -1.842 -1.240 -0.263 1.546 1.415 0.23
H 2.992 -1.299 0.781 1.132 0.305 0.173 0.23
H 3.249 0.444 -0.010 0.450 -0.040 0.609 0.25
H -2.322 -0.163 -0.632 2.998 -2.869 -3.621 0.21
H -2.848 1.353 -0.270 -0.273 -0.242 0.005 0.21
H -4.071 0.072 -0.243 0.109 -0.499 -0.232 0.22
H -2.682 0.106 0.867 -0.082 -0.317 1.955 0.20
H -0.061 1.371 1.379 -0.378 0.901 -0.054 0.48
```
Forces are in eV/Å.

Molecular weight: 92.078 g/mol
HOMO: -0.3435 Ha
Orbital gap: 0.3784 Eh

No. 2
ORCA calculation (ωB97M-V/def2-TZVPD) on C3H9OPS2 in the gas phase in a non-equilibrium geometry.

The geometry in XYZ format:
```
16
Properties=species:S:1:pos:R:3:forces:R:3:nbo_charge:R:1
C -1.289 -0.164 -1.245 -3.177 -0.034 -0.144 -1.03
C -1.790 0.074 1.560 -0.070 -0.027 1.858 -1.00
C 2.479 -0.451 -0.614 -0.829 -1.035 1.792 0.04
O 3.153 0.320 0.278 -0.544 0.448 -1.243 -0.68
P -0.528 0.266 0.280 1.410 -1.069 1.570 1.21
S 0.356 1.979 0.309 0.323 0.924 -0.173 -0.64
S 0.839 -1.372 0.575 0.520 0.953 -0.953 -0.34
H -1.882 0.642 -1.718 -0.126 -0.033 0.836 0.26
H -0.522 -0.218 -1.960 1.135 -1.154 -0.958 0.25
H -2.000 -1.049 -1.063 1.528 0.958 -0.766 0.26
H -2.498 -0.640 1.213 -0.420 -1.148 -0.162 0.24
H -1.490 -0.193 2.650 -0.025 0.465 -2.151 0.28
H -2.415 0.963 1.612 0.383 0.486 -0.017 0.26
H 1.757 -0.056 -1.351 1.061 0.329 0.305 0.19
H 3.168 -1.265 -0.931 -1.095 0.361 0.142 0.21
H 2.661 1.161 0.404 -0.074 -0.427 0.064 0.51
```
Forces are in eV/Å.

Molecular weight: 156.212 g/mol
HOMO: -0.3186 Ha
Orbital gap: 0.3401 Eh

No. 3
ORCA calculation (ωB97M-V/def2-TZVPD) on a 2-piece molecular cluster, C3H9OPSi overall in a non-equilibrium geometry.

The geometry in XYZ format:
```
15
Properties=species:S:1:pos:R:3:forces:R:3:nbo_charge:R:1
C 0.765 1.379 1.014 0.637 -1.797 -0.914 -1.12
C 0.550 0.570 -2.050 2.076 0.525 3.047 -1.11
C 0.077 -1.724 0.248 -1.377 1.639 -0.940 -1.06
O -3.188 -0.150 2.525 0.206 0.165 -0.016 -0.99
Si -0.017 0.212 -0.269 -1.298 -0.901 1.479 1.21
P -3.090 -0.522 1.104 1.081 0.367 -0.897 0.95
H 1.650 0.824 1.390 -0.046 0.632 -0.324 0.23
H 0.990 2.369 0.641 0.032 0.141 0.179 0.24
H 0.083 1.334 1.822 -0.758 0.574 0.938 0.25
H 1.624 0.885 -2.066 -0.503 -0.885 0.152 0.24
H 0.335 -0.245 -2.620 -0.100 -2.495 -1.770 0.23
H 0.127 1.367 -2.526 -1.760 2.306 -0.896 0.24
H 0.941 -2.044 0.790 0.593 -0.230 0.231 0.23
H -0.859 -2.091 0.738 0.818 0.515 -0.039 0.22
H 0.010 -2.163 -0.741 0.399 -0.557 -0.230 0.23
```
Forces are in eV/Å.

Molecular weight: 120.164 g/mol
HOMO (alpha / beta): -0.2392 / -0.2391 Ha
Orbital gap (alpha / beta): 0.2168 / 0.2157 Eh

No. 4
ORCA calculation (ωB97M-V/def2-TZVPD) on a 2-piece molecular cluster, C3H9OS overall in a non-equilibrium geometry.

The geometry in XYZ format:
```
14
Properties=species:S:1:pos:R:3:forces:R:3:nbo_charge:R:1
C 0.653 0.976 -1.195 0.342 1.608 -0.687 -0.63
C 0.183 -0.451 -0.864 2.389 -0.374 -2.014 -0.41
C 1.050 -0.935 0.317 0.913 -0.797 0.049 -0.52
S 0.549 -0.243 1.961 -0.191 -0.369 -0.663 -0.69
H 1.565 1.087 -1.830 -0.322 -0.946 0.249 0.18
H -0.082 1.574 -1.841 0.580 -0.514 1.452 0.19
H 1.021 1.479 -0.237 -1.317 -0.317 -1.115 0.24
H 0.352 -1.158 -1.833 -0.420 1.422 2.044 0.15
H -0.862 -0.456 -0.630 -0.546 -0.109 0.282 0.21
H 1.024 -2.050 0.272 -0.016 0.569 0.497 0.17
H 2.167 -0.673 0.177 -1.653 -0.236 -0.199 0.17
H -3.184 0.036 2.367 1.251 1.185 -1.390 0.45
H -1.748 0.180 1.620 -1.661 1.076 0.555 0.50
O -2.691 0.633 1.718 0.651 -2.198 0.940 -1.02
```
Forces are in eV/Å.

Total charge: -1
Molecular weight: 93.171 g/mol
HOMO: -0.0999 Ha
Orbital gap: 0.2534 Eh

No. 5
ORCA calculation (ωB97M-V/def2-TZVPD) on a 2-piece molecular cluster, C3H9OS overall in a non-equilibrium geometry.

The geometry in XYZ format:
```
14
Properties=species:S:1:pos:R:3:forces:R:3:nbo_charge:R:1
C 0.348 -2.160 -0.824 1.372 -1.543 0.223 -0.60
C 0.371 -1.161 0.332 -0.386 -0.568 -0.944 -0.42
C -0.031 0.222 -0.213 -0.529 1.083 2.584 -0.50
S -1.615 0.772 0.690 0.730 0.149 -0.716 -0.75
H 0.878 -1.774 -1.694 -0.400 0.464 -0.224 0.19
H 0.939 -3.121 -0.698 -0.771 0.724 0.556 0.18
H -0.670 -2.446 -1.068 -0.135 0.137 -0.257 0.21
H 1.336 -1.051 0.769 1.252 -0.181 0.040 0.18
H -0.217 -1.508 1.193 -0.392 0.312 -0.598 0.22
H 0.789 0.882 0.191 -0.813 -0.115 -0.999 0.18
H -0.145 0.313 -1.303 0.176 -0.271 0.424 0.19
H -1.036 3.071 1.216 -0.008 1.441 -0.175 0.51
H -0.171 3.903 0.335 -0.197 0.356 0.179 0.45
O -0.778 4.058 1.076 0.100 -1.986 -0.093 -1.00
```
Forces are in eV/Å.

Total charge: -1
Molecular weight: 93.171 g/mol
HOMO: -0.0976 Ha
Orbital gap: 0.2463 Eh

No. 6
ORCA calculation (ωB97M-V/def2-TZVPD) on a 2-piece molecular cluster, C3H9P overall in a non-equilibrium geometry.

The geometry in XYZ format:
```
13
Properties=species:S:1:pos:R:3:forces:R:3:nbo_charge:R:1
C 1.883 1.147 -0.201 0.506 -0.056 0.054 -0.81
C -2.763 0.584 -0.230 1.026 -0.003 -1.378 -0.54
C 0.873 -1.577 0.116 -2.819 1.461 -4.138 -0.88
P 0.468 0.266 0.117 -0.708 -1.395 0.658 0.66
H 2.496 1.130 -1.072 0.112 -0.405 -0.625 0.21
H 1.987 2.036 0.349 0.156 1.131 0.716 0.21
H -2.008 1.367 -0.366 -0.644 -0.318 -0.572 0.17
H -2.938 -0.195 -1.020 0.137 1.030 1.152 0.18
H -2.979 0.474 0.799 -0.651 -0.631 0.749 0.16
H 1.888 -1.706 0.100 2.500 -0.607 0.773 0.22
H 0.259 -2.031 0.848 -0.206 -0.759 0.726 0.24
H 0.538 -1.907 -0.969 0.398 0.268 2.226 0.22
H 0.296 0.410 1.528 0.194 0.284 -0.341 -0.03
```
Forces are in eV/Å.

Molecular weight: 76.079 g/mol
HOMO (alpha / beta): -0.2687 / -0.3067 Ha
Orbital gap (alpha / beta): 0.2810 / 0.3051 Eh

What did we get for energy relative to the best compared isomer or geometry (same formula, charge and spin)? Answer: 179.6; 212.6; 125.3; 85.5; 74.6; 332.5 kJ/mol, in the order shown.